Record 1
# C17H40NP3PrSe

A structure of composition C17H40NP3PrSe in a non-equilibrium geometry (the ωB97M-V functional and the def2-TZVPD basis, the Open Molecules 2025 dataset).

Structure (ORCA input):
```
! RIJCOSX wB97M-V def2-TZVPD def2/J DEFGRID3
* xyz 3 3
Pr -0.79010 -0.67818 -0.84871
P 0.95523 1.00786 1.48009
P -2.09567 1.88265 -1.12710
P 1.52830 0.59017 -1.98269
H -0.05547 -3.75012 -0.57411
C 0.92084 -3.29665 -0.79263
C 1.62240 -2.77962 0.23290
H 1.19684 -2.81973 1.24490
C 0.58533 0.90072 3.28264
C 0.90278 2.84256 1.36735
C 2.76741 0.76559 1.60585
C -3.22450 1.45807 -2.53450
C -3.32026 2.46955 0.10754
C -1.41786 3.47658 -1.73675
C 3.06328 -0.39738 -2.08785
C 2.19054 2.29261 -1.86905
C 0.93537 0.56278 -3.72556
H 1.29415 -3.31059 -1.82444
H 2.62634 -2.36321 0.11391
H 0.63241 -0.14057 3.63233
H -0.40847 1.31080 3.51370
H 1.33669 1.48438 3.83476
H -0.12788 3.19571 1.50308
H 1.26245 3.19479 0.39473
H 1.53821 3.26227 2.16068
H 2.97616 -0.28554 1.85124
H 3.14849 1.40761 2.41487
H 3.28731 1.01093 0.66922
H -3.87041 2.33108 -2.68948
H -3.83608 0.57610 -2.29003
H -2.65369 1.24392 -3.45041
H -3.95531 3.22676 -0.37477
H -2.81769 2.91936 0.97791
H -3.95060 1.63374 0.44913
H -2.27425 4.11114 -2.00921
H -0.78652 3.31394 -2.62347
H -0.82926 3.97406 -0.94988
H 3.56398 -0.17160 -3.03898
H 2.82416 -1.46799 -2.03752
H 3.73207 -0.15860 -1.24986
H 2.80836 2.48029 -2.75571
H 2.80369 2.42299 -0.96983
H 1.36086 3.00962 -1.84500
H 1.80934 0.70238 -4.37797
H 0.20358 1.36726 -3.90021
H 0.44338 -0.39497 -3.96758
C -1.51430 -3.87884 -3.81425
C -0.84890 -4.88298 -3.10416
C -0.69589 -6.14040 -3.69616
C -1.28650 -6.41877 -4.94010
C -2.05056 -5.43307 -5.57153
C -2.17052 -4.15199 -5.01796
Se -1.65811 -2.00146 -3.15513
H -1.68341 -2.58688 -1.69328
H -0.44983 -4.70928 -2.10280
H -0.12023 -6.89981 -3.17238
H -1.15092 -7.40557 -5.39408
H -2.55115 -5.66052 -6.49948
H -2.75873 -3.37288 -5.50514
N -1.71574 -0.86703 1.56964
H -1.83873 0.11796 1.85695
H -2.58615 -1.36568 1.77057
H -0.97511 -1.26054 2.17295
*
```

The HOMO energy (alpha / beta) is -17.1277 / -17.1338 eV. The expectation value of S² is 2.005. As for the gap between HOMO and LUMO (alpha / beta): 6.58 / 6.76 eV.

Atomic partial charges in e from the Löwdin method, atoms 1 to 5: atom 1 (Pr): 0.4695, atom 2 (P): 0.7597, atom 3 (P): 0.7154, atom 4 (P): 0.7132, atom 5 (H): 0.0595


Record 2
# C17H40NP3SeTc

A structure of composition C17H40NP3SeTc in a non-equilibrium geometry (the ωB97M-V functional and the def2-TZVPD basis, the Open Molecules 2025 dataset).

Structure (ORCA input):
```
! RIJCOSX wB97M-V def2-TZVPD def2/J DEFGRID3
* xyz 4 4
Tc 0.47544 0.00838 -0.67842
P 1.10704 2.13897 -0.41561
P -0.86211 0.23976 1.12008
P -1.16794 0.36584 -2.13648
H 3.65055 -2.27630 -4.34889
C 3.29313 -1.24499 -4.50724
C 2.67105 -0.48444 -3.60270
H 2.24065 -0.91182 -2.70305
C 2.59451 2.44802 0.64131
C 0.12540 3.53861 0.32645
C 1.66809 3.07454 -1.89484
C -1.65610 -1.34692 1.54961
C -0.05989 0.64675 2.72805
C -2.29070 1.40116 1.22585
C -0.60980 -0.00078 -3.83175
C -2.01119 1.98553 -2.30602
C -2.55592 -0.81182 -1.95245
H 3.60632 -0.88265 -5.49697
H 2.47644 0.57967 -3.78177
H 3.46315 1.93965 0.20581
H 2.43692 2.08230 1.66376
H 2.78556 3.52890 0.66611
H -0.12279 3.34807 1.38061
H -0.79005 3.72715 -0.24756
H 0.76804 4.42652 0.26281
H 2.53700 2.56952 -2.33300
H 1.96086 4.08115 -1.56058
H 0.86434 3.14897 -2.63922
H -2.37539 -1.17318 2.36315
H -0.90218 -2.08053 1.86315
H -2.18425 -1.76099 0.68392
H -0.84132 0.96813 3.42987
H 0.67819 1.45365 2.64128
H 0.42995 -0.24709 3.13520
H -2.65838 1.37006 2.26188
H -3.10075 1.10685 0.54837
H -1.99584 2.43095 0.99266
H -1.43938 0.15418 -4.53749
H -0.24041 -1.03622 -3.88029
H 0.20775 0.67236 -4.11407
H -2.64391 1.95676 -3.20616
H -1.28215 2.79936 -2.42321
H -2.64269 2.19326 -1.42926
H -3.18201 -0.78577 -2.85463
H -3.18269 -0.56139 -1.08896
H -2.14670 -1.82870 -1.81153
C -0.06640 -4.43411 -1.87096
C 1.00999 -3.70932 -2.42400
C 1.11684 -3.63116 -3.82637
C 0.19175 -4.26094 -4.66568
C -0.94363 -4.87063 -4.11824
C -1.04257 -4.95379 -2.72346
Se -0.47509 -4.89757 -0.04072
H -1.92399 -4.50910 -0.31635
H 1.78289 -3.26384 -1.78436
H 1.92816 -3.08784 -4.29604
H 0.36384 -4.21866 -5.74376
H -1.73014 -5.27089 -4.74078
H -1.87262 -5.44582 -2.23148
N 1.92303 -1.34507 0.35894
H 2.03430 -1.12211 1.35406
H 2.86356 -1.32526 -0.07202
H 1.56465 -2.30247 0.30483
*
```

The HOMO energy (alpha / beta) is -20.9551 / -20.9451 eV. The expectation value of S² is 3.784. The energy above the lowest of the compared OMol25 structures with the same formula, charge and spin is 12.87 kcal/mol. As for the gap between HOMO and LUMO (alpha / beta): 7.05 / 5.51 eV.

Atomic partial charges in e from the Löwdin method, atoms 1 to 5: atom 1 (Tc): 0.7373, atom 2 (P): 0.6919, atom 3 (P): 0.6836, atom 4 (P): 0.6673, atom 5 (H): 0.0808


Record 3
# C17H41AgBrN3O3

A structure of composition C17H41AgBrN3O3 in a non-equilibrium geometry (the ωB97M-V functional and the def2-TZVPD basis, the Open Molecules 2025 dataset).

Structure (ORCA input):
```
! RIJCOSX wB97M-V def2-TZVPD def2/J DEFGRID3
* xyz 1 2
Ag -2.52650 1.35816 1.40591
Br -1.40174 -0.69659 -0.13963
C -6.58857 1.63516 -0.65180
C -5.42213 1.48118 0.32162
C -5.42241 0.11700 0.98675
O -4.32361 -0.02773 1.84385
C -4.16475 -1.36057 2.30952
N -4.10555 1.77233 -0.36592
H -6.63460 0.82738 -1.39282
H -6.52923 2.57495 -1.19718
H -7.55217 1.57392 -0.13918
H -5.51568 2.32754 1.01129
H -5.40878 -0.62335 0.17606
H -6.36508 0.08012 1.54388
H -3.59710 -1.93519 1.57105
H -5.13129 -1.86057 2.42056
H -3.65538 -1.36078 3.26789
H -4.02987 1.02100 -1.05414
H -4.21984 2.61623 -0.91912
C -1.68325 -0.09829 5.12905
C -0.59263 0.64257 4.36892
C 0.76984 0.05252 4.70903
O 1.70301 0.76067 3.89558
C 3.00560 0.22363 3.98426
N -0.85778 0.60577 2.93046
H -1.59714 -1.18155 4.99069
H -2.67873 0.21090 4.80076
H -1.66306 0.08615 6.20331
H -0.58609 1.66138 4.76087
H 0.86827 -1.02437 4.53804
H 1.03215 0.32246 5.73867
H 3.05685 -0.72791 3.43169
H 3.29836 0.06030 5.02309
H 3.68138 0.89626 3.45986
H 0.00806 0.67243 2.39965
H -1.16286 -0.34584 2.71580
C 4.00169 -2.38682 -1.38271
C 3.54160 -0.97943 -1.80418
C 4.73205 -0.25992 -2.47971
C 4.34750 0.83550 -3.48329
C 3.31368 0.31463 -4.47449
C 2.04115 -0.21608 -3.80204
N 2.41391 -1.14090 -2.72057
O 1.36448 -1.81428 -2.17405
C 1.15862 0.91558 -3.25612
C 1.26274 -0.99393 -4.85249
C 3.08717 -0.18673 -0.57140
H 4.93440 -2.31598 -0.83049
H 4.05982 -3.03776 -2.25294
H 3.26906 -2.82802 -0.70456
H 5.39725 0.10175 -1.70231
H 5.20892 -1.04865 -3.07370
H 5.24506 1.16047 -4.00763
H 3.99894 1.69969 -2.90909
H 3.74092 -0.39913 -5.17656
H 3.01297 1.21047 -5.02275
H 1.57634 1.54171 -2.47066
H 0.81514 1.54641 -4.07120
H 0.27034 0.45059 -2.80816
H 1.79586 -1.88564 -5.19460
H 0.25167 -1.23641 -4.53868
H 1.25175 -0.42283 -5.78410
H 2.25109 -0.63295 -0.03258
H 2.86963 0.86064 -0.78732
H 3.93529 -0.14012 0.11452
H 0.84325 -1.04912 -1.82449
*
```

The HOMO energy (alpha / beta) is -10.3822 / -10.3712 eV. The expectation value of S² is 0.754. The energy above the lowest of the compared OMol25 structures with the same formula, charge and spin is 0.00 kcal/mol. As for the gap between HOMO and LUMO (alpha / beta): 8.61 / 4.62 eV.

Atomic partial charges in e from the Löwdin method, atoms 1 to 5: atom 1 (Ag): 0.5621, atom 2 (Br): -0.2166, atom 3 (C): -0.0649, atom 4 (C): -0.4140, atom 5 (C): -0.2157


Record 4
# C17H41ClFINNbO8P

A structure of composition C17H41ClFINNbO8P in a non-equilibrium geometry (the ωB97M-V functional and the def2-TZVPD basis, the Open Molecules 2025 dataset).

Structure (ORCA input):
```
! RIJCOSX wB97M-V def2-TZVPD def2/J DEFGRID3
* xyz -1 1
C 3.28904 -4.96916 -0.18332
C 3.14276 -3.50381 -0.77472
F 3.89332 -2.61103 0.08527
C 1.66466 -2.97202 -1.06873
Nb -0.07329 -4.17655 -0.23796
N -1.81234 -5.10999 0.62097
C -1.11389 -3.91738 -2.25052
C -1.71646 -5.22500 -2.92948
O -2.42189 -5.04902 -3.96247
I -1.43108 -7.29118 -2.33268
P -1.02607 -1.92774 0.68237
O -1.21618 -2.05935 2.41550
Cl -2.99976 -1.60201 -0.03020
H 2.86282 -5.75104 -0.91294
H 4.41092 -5.20555 -0.11658
H 2.85357 -5.10944 0.85554
H 3.70114 -3.50385 -1.78519
H 1.60065 -1.91557 -0.60058
H 1.57522 -2.78217 -2.20554
H 0.73308 -4.34989 1.41294
H 0.64913 -5.78768 -0.68390
H -2.38067 -4.38256 1.10241
H -2.46071 -5.47410 -0.10093
H -0.35697 -3.48477 -3.00859
H -1.96580 -3.14521 -2.21395
H -1.57755 -2.96264 2.58821
C 0.57879 1.71723 1.92360
O -0.26647 2.06211 3.00577
C -0.37874 1.00573 3.95570
C -0.83653 1.55045 5.30240
O 0.22494 2.14126 6.05811
C 0.67025 3.41989 5.60718
C -0.31256 4.54056 5.92528
O -1.35769 4.57275 4.95928
C -2.48323 5.29484 5.41612
H 0.18796 0.84060 1.39821
H 0.61383 2.56144 1.23290
H 1.59476 1.52160 2.28320
H 0.58387 0.49575 4.07529
H -1.12098 0.29511 3.57602
H -1.18338 0.70656 5.90589
H -1.67878 2.23709 5.20129
H 0.93345 3.39534 4.54833
H 1.59349 3.61468 6.16122
H 0.20703 5.50589 5.88546
H -0.72772 4.39065 6.92859
H -2.90824 4.81457 6.30388
H -3.23680 5.28619 4.62709
H -2.20902 6.33049 5.63751
C -2.31895 2.28042 -5.73083
O -1.32644 2.33259 -4.72569
C -1.82479 1.91897 -3.45589
C -0.67893 1.49400 -2.54656
O -0.21587 0.17094 -2.81402
C 0.56531 0.01254 -3.99761
C 1.97129 0.58443 -3.86429
O 1.95565 1.99409 -4.07249
C 3.11931 2.61897 -3.56909
H -3.15704 2.93780 -5.47640
H -1.87418 2.61634 -6.66861
H -2.67186 1.25244 -5.86355
H -2.52558 1.08479 -3.57420
H -2.34829 2.77363 -3.01078
H -1.05743 1.46349 -1.52044
H 0.14360 2.21133 -2.56117
H 0.04371 0.40773 -4.87106
H 0.65369 -1.06845 -4.14120
H 2.62077 0.14231 -4.62963
H 2.36869 0.35205 -2.86987
H 3.18984 2.47475 -2.48596
H 3.04510 3.68928 -3.76900
H 4.01050 2.22349 -4.06489
*
```

The HOMO energy is -4.4589 eV. As for the gap between HOMO and LUMO: 5.94 eV.

Atomic partial charges in e from the Löwdin method, atoms 1 to 5: atom 1 (C): -0.1567, atom 2 (C): -0.4297, atom 3 (F): -0.1144, atom 4 (C): -0.3705, atom 5 (Nb): 1.3050